F2Li3Sr2 | wB97M-V/def2-TZVPD

Summary:
Total charge: +5
Lowest unoccupied orbital energy: -21.22 eV
2S+1: 1

Each line ends with the Löwdin charge.
Geometry (Å):
Sr 1.81081 0.87936 -0.80777  1.8697
Sr -2.52908 -0.60982 -1.88274  1.9612
Li 1.63749 -2.15266 -0.60108  0.9425
Li -1.16557 1.61867 0.73324  0.8714
Li -0.08459 -0.62769 1.70723  0.8756
F 0.69367 1.31262 1.37149  -0.7133
F -0.36273 -0.42047 -0.52037  -0.8072

Atomic forces in eV per Å
Sr 1.4 2.9 0.8
Sr -1.7 -0.8 -1.3
Li 0.4 -2.4 -0.1
Li 0.6 1.5 1.4
Li 0.3 0.5 1.5
F -1.1 -1.7 -2.1
F 0.1 -0.1 -0.2

=====

C5H11NO | wB97M-V/def2-TZVPD

Summary:
Total charge: -1
Lowest unoccupied orbital energy (alpha / beta): 4.20 / 3.90 eV
Expectation value of S²: 0.753
2S+1: 2

Each line ends with the natural charge from an NBO analysis.
Geometry (Å):
C 0.24899 -1.42174 -1.39109  -0.7059
N 1.58032 1.47259 -1.16394  -0.9339
C 1.18641 0.66427 -0.03487  -0.2305
C 0.63729 -0.57254 -0.06960  -0.2209
C 0.56473 -1.29437 1.30296  -0.2534
C 0.35951 -0.76759 2.46548  -0.5316
H 0.52242 -2.50275 -1.10920  0.1920
H -0.77111 -1.59413 -1.70584  0.1999
H 0.89362 -1.24704 -2.28664  0.1993
H 1.69062 0.83647 -1.94347  0.3633
H 2.05435 2.41544 -1.08359  0.3622
H 1.39292 1.19543 0.87551  0.1691
H 0.02355 -2.19514 0.91542  0.1782
H 0.60853 0.26345 2.89776  0.1873
H -0.28270 -1.37079 3.11596  0.1784
H -3.14992 1.39523 -0.53246  0.4512
H -3.60591 2.78078 -0.00031  0.4335
O -3.95362 1.94242 -0.25208  -1.0383

Atomic forces in eV per Å
C 2.5 -1.4 1.9
N -0.5 -0.7 1.0
C 0.0 1.7 -1.9
C 1.3 -0.4 0.2
C -2.1 -0.4 -7.0
C -0.7 1.6 4.3
H 0.0 1.3 -0.3
H -0.7 1.0 0.1
H -0.6 0.3 0.7
H 0.5 1.0 -0.5
H -0.7 -2.1 0.0
H 0.0 -0.3 0.6
H 0.5 -0.1 1.8
H -0.2 -1.6 -1.2
H 0.6 0.1 0.4
H -1.4 1.2 0.7
H 0.7 1.0 0.3
O 0.7 -2.1 -0.9

=====

C5H10S2 | wB97M-V/def2-TZVPD

Summary:
Total charge: 0
Lowest unoccupied orbital energy: -4.18 eV
2S+1: 1

Each line ends with the natural charge from an NBO analysis.
Geometry (Å):
C -2.68912 0.03942 -0.75478  -0.7709
S -1.96520 1.40485 0.19044  0.2015
S 0.51680 -1.21926 -2.75437  -0.4346
H -2.50383 0.24234 -1.80339  0.2505
H -3.76850 0.05040 -0.59493  0.2303
H -2.23968 -0.89403 -0.42096  0.2544
H -0.30169 -2.08143 -2.10973  0.0974
C -0.16933 0.08388 2.01824  -0.2915
C 1.06654 0.08994 1.52663  -0.1963
C 1.46313 0.23636 0.10890  -0.2478
C 2.70000 0.61245 -0.21906  -0.3261
H -1.00086 0.47193 1.24397  0.1142
H -0.38548 -0.53545 2.88168  0.2373
H 1.98845 0.00618 2.09772  0.2441
H 0.76443 -0.03624 -0.69055  0.2353
H 3.08260 0.60889 -1.23137  0.2146
H 3.44172 0.91977 0.51158  0.1875

Atomic forces in eV per Å
C -0.3 1.1 0.1
S -0.1 -0.3 -0.4
S -0.4 0.0 0.4
H 0.3 -0.4 -0.1
H 0.1 -0.3 0.2
H 0.1 -0.2 -0.2
H 0.2 0.1 -0.2
C 1.4 -0.9 -0.6
C -0.4 0.6 -1.1
C 0.6 0.7 0.0
C 0.2 -0.1 0.0
H 0.3 -0.6 0.8
H -0.8 0.8 0.3
H -0.4 -0.4 0.7
H -0.2 -0.1 0.0
H -0.4 0.1 -0.1
H -0.1 -0.2 0.2

=====

C8H38N2O10 | wB97M-V/def2-TZVPD

Summary:
Total charge: 0
Lowest unoccupied orbital energy: -0.03 eV
2S+1: 1
SMILES: COC[C@H](C)N.COC[C@H](C)N.O.O.O.O.O.O.O.O

Each line ends with the natural charge from an NBO analysis.
Geometry (Å):
C -2.90757 -3.05573 3.58347  -0.2492
O -2.62269 -2.58644 2.28189  -0.5399
C -1.24325 -2.44236 2.05027  -0.0698
C -1.05214 -2.07119 0.57801  -0.0738
C 0.38444 -1.95940 0.05504  -0.6219
N -1.72535 -0.76844 0.32114  -0.8731
H -2.75930 -2.31394 4.37782  0.1665
H -2.33850 -3.95500 3.83924  0.1698
H -3.97305 -3.29624 3.54877  0.1990
H -0.84914 -1.61087 2.65957  0.1484
H -0.64453 -3.30727 2.36607  0.1708
H -1.61450 -2.82797 0.02321  0.2004
H 0.74563 -2.98942 -0.07761  0.2071
H 1.03701 -1.53114 0.81855  0.2083
H 0.45292 -1.46603 -0.90428  0.2143
H -1.59552 -0.15751 1.13614  0.3797
H -2.73529 -0.90124 0.42276  0.3700
C -0.02634 1.96313 0.57421  -0.2561
O -0.81497 1.68089 1.71654  -0.5624
C -0.02858 1.34170 2.84277  -0.0613
C -0.85725 1.45871 4.09660  -0.0681
C -1.37929 2.86486 4.36463  -0.6159
N 0.01732 1.07060 5.23521  -0.8416
H 0.20321 3.03100 0.55282  0.1750
H -0.58180 1.68901 -0.31993  0.2147
H 0.89650 1.37590 0.53071  0.1644
H 0.42503 0.34511 2.72548  0.1561
H 0.85315 1.99643 2.89553  0.1770
H -1.64194 0.69313 4.05924  0.1675
H -0.57309 3.59343 4.29449  0.2149
H -1.88971 2.91389 5.32285  0.2091
H -2.08474 3.11174 3.56767  0.2260
H 0.14489 0.06255 5.22158  0.3485
H -0.39850 1.27637 6.13387  0.3606
O 2.39319 -1.89872 -3.02204  -0.9723
H 2.65102 -2.17835 -2.13343  0.4908
H 1.70158 -2.52361 -3.28564  0.4965
O -1.77789 -0.35333 -2.55170  -0.9976
H -1.34406 -0.51499 -1.68269  0.5055
H -2.64682 -0.01570 -2.31442  0.4840
O 3.99624 0.09001 -4.42318  -0.9762
H 3.48929 -0.53751 -3.88464  0.4686
H 3.99296 0.91546 -3.91302  0.4944
O 3.99729 2.17054 -2.33250  -0.9486
H 4.34311 3.06332 -2.44812  0.4812
H 3.50653 2.20133 -1.50495  0.4746
O -1.42796 -1.54166 -5.14594  -0.9849
H -1.64513 -1.30562 -4.22615  0.4866
H -0.54817 -1.16580 -5.30713  0.4800
O 1.01345 0.86922 -2.61551  -0.9816
H 1.49477 0.04256 -2.47465  0.4878
H 0.26373 0.62131 -3.18274  0.5014
O 0.84361 3.69215 -2.62965  -0.9575
H 1.22299 3.97800 -1.79386  0.4502
H 0.83103 2.71186 -2.58196  0.4955
O 1.27455 -0.30743 -5.82323  -0.9469
H 1.87079 -0.50484 -6.55373  0.4845
H 1.68081 -0.73645 -5.06349  0.4691

Atomic forces in eV per Å
C -0.8 -0.1 -0.1
O 0.5 -0.3 0.2
C 0.9 0.6 0.0
C -0.8 0.8 -0.2
C -0.1 -1.7 1.1
N -0.7 -0.2 0.6
H 0.2 0.2 -0.2
H 0.0 0.0 -0.1
H 0.1 -0.1 0.3
H 0.0 0.1 0.0
H -0.3 -0.3 -0.2
H 0.2 0.1 -0.2
H 0.1 0.1 -0.1
H 0.0 0.4 -0.2
H -0.1 0.4 0.0
H 0.6 0.1 -0.5
H 0.2 -0.3 -0.4
C -0.2 0.0 -0.3
O 0.1 -0.4 0.1
C 0.6 0.6 -0.4
C 0.5 -0.5 1.5
C -0.3 -0.5 -1.1
N 0.3 -0.3 -0.4
H 0.2 0.0 -0.1
H -0.2 0.1 0.0
H 0.0 0.0 0.2
H -0.3 -0.2 0.1
H -0.2 0.3 0.2
H -0.5 0.5 -0.4
H 0.1 0.0 0.3
H 0.0 0.1 0.1
H -0.1 0.1 0.2
H 0.2 0.1 0.0
H -0.2 0.2 -0.1
O -0.4 -0.2 0.3
H 0.1 0.0 -0.2
H 0.1 0.1 0.0
O 0.5 -0.1 0.3
H -0.7 0.3 -0.2
H 0.0 0.0 0.0
O 0.0 -0.1 0.2
H 0.3 0.3 -0.2
H -0.1 -0.2 0.0
O 0.2 0.2 0.2
H -0.1 -0.1 -0.1
H -0.1 0.0 -0.1
O 0.2 -0.1 0.4
H 0.1 0.1 -0.4
H -0.2 0.1 -0.2
O -0.3 -0.4 0.0
H 0.0 0.2 -0.2
H 0.1 0.1 0.2
O -0.1 -0.4 0.1
H -0.1 0.0 0.0
H 0.3 0.6 -0.1
O -0.4 -0.3 0.0
H 0.0 0.1 0.1
H 0.3 0.3 -0.1